Formula: CH7N3O
Source: the OMol25 dataset
Level of theory: wB97M-V/def2-TZVPD

Summary:
Kohn-Sham gap (alpha / beta)   8.63 / 8.92 eV

Geometry as XYZ:
```
12
Properties=species:S:1:pos:R:3:forces:R:3:mulliken_charge:R:1
C 0.037219 -1.081786 1.128721 -3.37 -0.06 -2.32 -0.2826
N 0.154261 0.811737 -1.626831 0.52 -0.56 -1.70 -0.2523
N -0.194478 0.302671 0.844835 0.21 0.04 -2.12 -0.5225
N -0.981494 0.671860 -1.009064 -2.12 -3.18 2.31 -0.3069
O 0.959815 -1.623116 0.216381 -1.87 -2.30 0.28 -0.5121
H 0.408054 -1.126885 2.082142 0.95 -0.41 2.76 0.3393
H -1.006256 -1.666123 1.108452 2.33 0.50 -0.20 0.2451
H 0.634163 1.553196 -1.146486 0.83 -0.01 -0.46 0.3018
H 0.652876 -0.026230 -1.981974 -0.13 0.99 0.76 0.2546
H -0.813551 0.665682 1.537112 -0.79 0.41 0.47 0.1709
H -1.489004 -0.305990 -1.262921 1.83 2.64 0.65 0.2558
H 1.535670 -0.941172 -0.010136 1.60 1.93 -0.43 0.3090
```
Positions in Å, forces in eV/Å.

Formula: C6H12O
Source: the OMol25 dataset
Level of theory: wB97M-V/def2-TZVPD

Summary:
SMILES   CC1(C)OC1(C)C
Kohn-Sham gap   10.94 eV

Geometry as XYZ:
```
19
Properties=species:S:1:pos:R:3:forces:R:3:mulliken_charge:R:1
C 1.694349 0.828656 0.707561 -0.05 0.05 -0.01 -1.4385
C 0.734178 -0.190981 0.124863 0.21 0.11 -0.14 1.1472
C 1.375627 -1.040524 -0.957734 -0.02 -0.05 0.01 -1.6052
O -0.031430 -0.885901 1.113403 0.00 -0.15 0.17 -0.6019
C -0.737744 -0.046416 0.197186 -0.21 0.12 -0.12 1.2132
C -1.406637 1.171513 0.799095 0.03 0.04 0.04 -1.4486
C -1.653119 -0.792271 -0.754788 0.02 -0.03 -0.04 -1.4421
H 2.377416 0.299600 1.382382 -0.05 0.08 -0.12 0.3295
H 1.196313 1.609745 1.284817 0.10 -0.15 -0.09 0.3686
H 2.294151 1.304391 -0.076609 -0.13 -0.08 0.08 0.2914
H 1.404022 -0.485630 -1.903520 0.01 -0.08 0.14 0.2919
H 0.835478 -1.975436 -1.116348 0.08 0.15 0.03 0.4572
H 2.407629 -1.289959 -0.686452 -0.15 0.04 0.00 0.3839
H -1.774735 1.833621 0.006327 0.06 -0.11 0.11 0.3039
H -2.267523 0.854947 1.398835 0.10 0.02 -0.10 0.3392
H -0.743601 1.746127 1.447486 -0.11 -0.12 -0.08 0.3839
H -2.591934 -1.030345 -0.240831 0.13 0.06 -0.06 0.3602
H -1.216498 -1.732095 -1.095712 -0.05 0.16 0.05 0.3370
H -1.895942 -0.179039 -1.629960 0.05 -0.06 0.12 0.3293
```
Positions in Å, forces in eV/Å.

Formula: C34H94BeNO14
Source: the OMol25 dataset
Level of theory: wB97M-V/def2-TZVPD

Summary:
Charge   +1
Kohn-Sham gap   2.26 eV

Geometry as XYZ:
```
144
Properties=species:S:1:pos:R:3:forces:R:3:mulliken_charge:R:1
Be 3.948122 4.310882 -5.499185 -0.02 -0.06 0.03 0.1134
C -2.099803 1.485722 -3.047168 2.20 0.10 0.71 -1.6545
C -1.739267 0.684988 -1.723779 -0.56 -1.35 -1.79 1.1225
C -2.137978 -0.819220 -1.953763 -0.10 0.20 1.38 -1.1084
C -1.795665 -1.701756 -0.713440 -0.21 -0.68 0.18 -0.5881
C -0.316443 -1.703081 -0.357609 -0.18 1.13 -2.34 -1.1731
C 0.284106 -0.188621 -0.225604 1.68 -4.24 -0.96 1.1301
N -0.260378 0.671305 -1.369068 2.84 7.61 0.22 0.6353
O 0.525631 1.871052 -1.734231 -4.73 -7.78 2.00 -0.2571
C 1.834314 -0.405227 -0.411350 0.29 1.18 0.44 -1.6058
C -0.003844 0.298964 1.194219 -0.85 1.78 -0.93 -1.4911
C -2.682208 1.216298 -0.610780 0.08 0.55 -0.28 -1.6827
H -1.780502 2.523554 -2.951949 -0.35 0.14 0.24 0.4033
H -3.143347 1.442095 -3.358959 0.11 -0.31 0.48 0.4193
H -1.455165 1.130586 -3.851174 -0.17 -0.32 -0.13 0.4525
H -1.792365 -1.278744 -2.879772 0.72 0.25 0.09 0.3871
H -3.206635 -0.728730 -2.148435 -0.18 -0.29 0.41 0.4499
H -2.035123 -2.727577 -0.993544 -0.12 -0.10 0.00 0.4703
H -2.316380 -1.566044 0.234476 -0.76 0.67 -0.42 0.3012
H 0.098016 -2.203612 -1.232709 0.80 0.44 -0.21 0.3981
H -0.025502 -2.398832 0.429398 -0.17 0.75 0.59 0.5462
H 2.350213 -0.942037 0.384759 -0.99 -0.45 0.52 0.4280
H 2.365208 0.540052 -0.298691 -0.11 0.29 -0.64 0.4218
H 2.173642 -0.947481 -1.293904 -0.57 0.39 -0.36 0.4227
H 0.323338 -0.420031 1.945286 0.36 0.22 -0.33 0.3860
H -1.056944 0.521709 1.365856 -0.06 -0.35 -0.06 0.3174
H 0.461811 1.284491 1.195281 0.43 -0.06 0.90 0.4300
H -3.629003 1.269139 -1.148252 0.02 0.39 -0.07 0.4871
H -2.348154 2.223079 -0.359970 -0.28 -0.03 0.33 0.4188
H -2.962754 0.609064 0.249838 0.90 -0.11 0.02 0.4055
C 9.060152 1.481502 3.152825 0.73 0.72 0.02 -1.0496
C 10.231308 1.067197 2.248284 -0.56 1.15 0.42 -0.1092
O 11.448789 1.786298 2.521112 -0.50 -0.46 0.80 -0.5254
H 8.167881 0.940590 2.837591 -0.03 0.06 -0.05 0.3100
H 8.897798 2.558368 3.107021 -0.20 0.00 0.01 0.3113
H 9.272205 1.213865 4.187965 0.00 0.02 0.03 0.2923
H 9.974506 1.363589 1.231276 -0.26 -0.93 -0.21 0.2657
H 10.246072 0.008875 2.508747 1.00 -0.34 -0.99 0.1901
H 11.929244 1.964711 1.709364 -0.19 -0.20 -0.04 0.3148
C -5.390859 8.843573 -2.058498 -0.06 1.02 0.50 -1.0578
C -6.771745 8.880627 -2.726148 0.97 -0.80 0.43 -0.1321
O -6.438452 8.792917 -4.095216 -0.29 0.14 -0.73 -0.5179
H -4.693581 8.115230 -2.472528 -0.51 -0.33 -0.11 0.2842
H -5.412587 8.747617 -0.972951 -0.22 -0.20 0.03 0.3427
H -4.907771 9.802067 -2.248280 0.02 0.13 -0.04 0.2784
H -7.368598 9.752879 -2.459621 0.31 0.35 -0.11 0.2839
H -7.374330 8.029504 -2.408987 -0.06 -0.31 -0.09 0.2244
H -7.113124 9.172639 -4.662862 -0.18 -0.01 0.12 0.2940
C -2.722304 -8.459833 -3.703081 -0.44 0.38 0.01 -0.9056
C -1.242181 -8.788868 -3.799393 0.59 0.05 0.68 -0.1936
O -0.717460 -9.279065 -2.562408 0.06 0.06 0.43 -0.5285
H -3.083077 -8.536926 -2.677415 0.17 -0.44 0.05 0.3081
H -3.397342 -9.020846 -4.349372 0.18 -0.06 0.00 0.2581
H -2.836593 -7.396164 -3.911989 -0.24 0.02 -0.36 0.2724
H -0.746197 -7.839949 -4.003467 0.33 -0.15 -0.45 0.2250
H -0.908064 -9.551601 -4.502751 -0.61 0.27 -0.47 0.2776
H -0.247706 -8.559943 -2.133706 -0.04 -0.14 0.12 0.2866
C -0.871738 -5.226058 6.267826 1.30 -1.27 -2.02 -1.1536
C -1.057047 -3.832341 6.700861 -0.39 -0.13 -0.27 -0.0644
O -1.961248 -3.926422 7.741530 -0.68 0.56 1.78 -0.5038
H -0.321355 -5.904029 6.920159 -0.37 0.34 0.63 0.3131
H -0.187273 -5.167435 5.421553 0.06 -0.16 -0.48 0.3461
H -1.760402 -5.731066 5.889236 -0.17 0.21 0.31 0.3012
H -1.532772 -3.229727 5.927149 0.29 0.09 -0.53 0.2180
H -0.078103 -3.409693 6.927000 0.02 0.31 0.47 0.2569
H -2.161195 -3.055908 8.093416 -0.05 0.06 0.12 0.2868
C -8.213290 -4.963299 0.943223 0.16 0.59 0.23 -1.0134
C -9.518540 -5.214358 1.692932 -0.33 -1.34 -0.84 -0.2152
O -10.502057 -5.843226 0.849668 -0.34 0.79 -0.48 -0.5135
H -7.893643 -5.810554 0.336522 -0.08 -0.34 0.48 0.2988
H -7.461033 -4.688973 1.682788 0.28 -0.39 0.07 0.2945
H -8.165454 -4.134416 0.236995 -0.78 0.25 0.02 0.2928
H -10.030130 -4.348682 2.113619 0.79 0.26 0.33 0.3550
H -9.402849 -6.020411 2.417503 0.76 0.64 0.74 0.1864
H -11.280056 -5.322801 1.062908 -0.44 -0.47 -0.55 0.3147
O -0.112054 5.476899 1.683743 -0.20 0.07 -0.03 -0.6113
H 0.249166 5.017578 2.441876 0.12 -0.03 0.29 0.3222
H 0.091559 4.909673 0.940080 0.09 -0.03 -0.24 0.2935
O 5.995519 1.050603 -4.054462 -0.09 0.28 0.01 -0.6175
H 5.351605 0.573314 -3.531204 -0.14 -0.10 0.11 0.2920
H 6.602937 0.377035 -4.360387 0.24 -0.18 -0.13 0.3309
O 1.514283 1.277106 -7.200061 0.16 0.07 0.24 -0.6241
H 0.612858 1.243297 -6.879888 -0.22 0.04 0.03 0.3022
H 1.485416 0.830145 -8.046016 0.06 -0.10 -0.27 0.3271
C 8.392307 -7.856768 2.664550 0.99 0.78 0.77 -1.2031
C 7.528174 -6.898894 1.819564 2.38 -2.20 0.53 0.1742
C 8.362759 -6.254880 0.678128 -0.67 -0.01 1.17 -1.0233
O 6.603401 -7.830808 1.298395 -1.80 0.91 -0.80 -0.5469
H 8.874548 -8.656020 2.101767 0.03 0.23 -0.64 0.3428
H 7.840043 -8.421090 3.415983 -0.34 0.48 0.10 0.3357
H 9.196561 -7.300982 3.146618 0.15 -0.09 0.29 0.3456
H 7.069928 -6.177916 2.496546 -0.45 -0.05 -0.39 0.3263
H 7.733499 -5.451297 0.295532 0.17 -0.33 -0.91 0.2545
H 8.638390 -7.090162 0.034354 -0.34 0.38 -0.64 0.3054
H 9.314786 -5.800385 0.952328 -0.11 0.00 0.57 0.3286
H 7.105496 -8.438303 0.750268 -0.02 -0.08 -0.04 0.3602
C 1.623089 4.279460 9.512668 -0.25 -0.10 1.64 -1.2543
C 0.585123 3.138713 9.655445 1.03 -0.56 -0.26 0.4232
C 1.173716 1.734768 9.609653 0.49 0.12 -0.64 -1.1592
O -0.059832 3.139595 10.920298 -0.46 1.06 -0.01 -0.5514
H 1.345956 5.139249 10.122636 -1.05 0.45 -0.69 0.3642
H 1.896571 4.564870 8.496875 -0.15 -0.17 0.16 0.3168
H 2.502820 4.113783 10.134540 0.55 -1.00 -0.53 0.3274
H -0.155780 3.191025 8.857684 -0.15 0.45 -0.14 0.2317
H 0.362097 1.010140 9.675195 0.00 -0.11 0.04 0.3482
H 1.829384 1.608971 10.471254 0.06 -0.08 -0.10 0.2961
H 1.717072 1.536878 8.685693 0.17 -0.05 -0.04 0.3314
H -0.808344 2.561636 10.755106 -0.25 0.00 0.59 0.3263
C -3.309958 9.436421 4.708126 0.88 -0.54 1.45 -1.1209
C -2.802796 8.295630 5.633062 1.04 0.89 0.81 0.4565
C -3.172413 8.458150 7.105472 -0.02 -0.07 0.05 -1.3160
O -3.216892 7.005037 5.280535 -0.60 -0.55 -0.63 -0.5486
H -2.883137 10.351793 5.118023 -0.46 0.23 0.36 0.2910
H -4.394074 9.401415 4.815680 -0.01 0.42 -0.66 0.3185
H -2.874681 9.470454 3.709387 -0.55 -0.74 -0.27 0.3764
H -1.715332 8.255694 5.695705 0.43 0.44 -0.62 0.2142
H -4.246795 8.329862 7.237240 -0.01 0.14 0.21 0.3408
H -2.805730 9.372225 7.572481 -0.33 0.39 -0.44 0.3759
H -2.635507 7.704389 7.681384 -0.29 -0.41 -0.14 0.3115
H -2.913554 6.862869 4.380880 -0.08 -0.21 -0.15 0.2996
C -8.306785 3.408143 -9.875495 0.56 -0.42 0.29 -1.2694
C -7.377854 3.808177 -8.706908 -1.03 -0.81 -1.45 0.5461
C -6.159740 4.520713 -9.230094 0.86 -0.51 1.11 -1.2474
O -8.089852 4.582039 -7.823433 -1.70 2.28 1.01 -0.5500
H -9.122482 2.777314 -9.522242 0.06 -0.07 -0.14 0.3255
H -7.662746 2.881767 -10.579940 -0.23 -0.51 0.01 0.3479
H -8.730763 4.207162 -10.483700 0.09 0.49 0.54 0.3344
H -7.217291 2.963667 -8.036741 1.11 -1.02 -1.04 0.1945
H -5.497178 4.494471 -8.364977 0.49 0.70 0.02 0.3382
H -6.394427 5.546865 -9.512997 0.02 -0.12 -0.09 0.3200
H -5.592765 3.992071 -9.996372 -0.39 0.02 -0.24 0.3684
H -7.518896 5.014719 -7.184369 0.16 -0.02 -0.01 0.2922
C 8.341749 -4.585000 -7.287043 -0.94 -0.05 -0.51 -1.0625
C 7.389762 -4.011529 -6.220850 -0.02 -2.29 -0.86 0.2841
C 6.607645 -5.210890 -5.558323 0.64 1.00 -0.16 -1.2941
O 8.186093 -3.306042 -5.363408 0.44 1.31 2.02 -0.5574
H 7.982059 -5.577985 -7.556700 0.11 0.12 -0.65 0.3066
H 9.373649 -4.702584 -6.956209 -0.09 0.11 0.34 0.3388
H 8.340301 -3.869470 -8.109310 0.22 -0.45 -0.36 0.2723
H 6.723776 -3.289761 -6.693717 -0.27 -0.15 0.17 0.3267
H 5.948219 -5.648619 -6.307766 -0.27 0.07 0.25 0.3570
H 6.108887 -4.923247 -4.632802 -0.42 0.21 -0.26 0.3484
H 7.293160 -5.998607 -5.245794 0.34 -0.01 -0.20 0.3310
H 8.848552 -3.925986 -5.049716 0.23 0.15 0.22 0.3487
```
Positions in Å, forces in eV/Å.

Formula: C4H7ClO
Source: the OMol25 dataset
Level of theory: wB97M-V/def2-TZVPD

Summary:
SMILES   C[C@H](C=O)CCl
Kohn-Sham gap   10.77 eV

Geometry as XYZ:
```
13
Properties=species:S:1:pos:R:3:forces:R:3:mulliken_charge:R:1
C -0.082292 1.494086 -0.163515 1.58 -1.80 0.48 -1.2898
C 0.107227 0.050465 0.489809 0.80 1.28 1.33 0.4003
C 1.378461 -0.799314 0.135366 -0.41 1.46 -0.59 -0.1331
O 2.106059 -0.486322 -0.761750 0.45 -0.22 -0.05 -0.4496
C -0.905781 -0.853476 -0.109499 -1.36 -2.06 1.94 -0.7620
Cl -2.639830 -0.359371 -0.278755 0.57 0.01 0.42 -0.2028
H 0.596779 2.157593 0.344474 0.28 0.47 -0.06 0.3428
H -1.084568 1.880685 -0.082764 -0.35 -0.24 0.23 0.3943
H 0.190436 1.414102 -1.218820 0.01 0.16 0.08 0.3213
H 0.256352 0.100250 1.631195 -1.23 0.00 -1.39 0.2738
H 1.533090 -1.750532 0.694409 -0.17 0.31 0.10 0.3862
H -0.889407 -1.860766 0.404995 -0.30 1.03 -0.62 0.3288
H -0.566531 -0.987400 -1.085145 0.14 -0.40 -1.87 0.3898
```
Positions in Å, forces in eV/Å.

What energy above the lowest of the compared OMol25 structures with the same formula, charge and spin values result from the calculations? In sequence: 133.3 20.3 139.2 24.6 kcal per mole.
What E_tot values result from the calculations? In sequence: -281.63748 -311.02691 -2473.90824 -692.00676 hartree.